Below is a 4-piece molecular cluster, C23H45N4O8S overall, with properties calculated with ωB97M-V/def2-TZVPD.

Its energy relative to the best compared isomer or geometry (same formula, charge and spin) is 194.28 kcal per mole. The calculation puts the largest force on an atom at 7.06 eV Å⁻¹. As for the multiplicity: 1. As for the total charge: +1. The value obtained for the lowest unoccupied orbital energy is -3.575 eV.

Last column: Mulliken charge in e.
Atoms and positions in Å:
C  0.0491  -0.5765  4.7651  -1.063
H  2.9244  7.3587  1.0632  0.270
H  -4.6814  1.5695  1.9104  0.309
H  1.7941  -6.7377  -0.3132  0.068
H  0.6160  7.4450  0.0261  0.269
C  1.3275  -3.1388  -2.6583  -0.099
H  1.0023  -1.6495  3.1766  0.171
H  3.8706  -5.1901  -1.4786  0.274
C  3.3761  5.4320  0.1692  -0.401
N  4.6444  -3.1782  -0.7826  -0.623
H  -2.8906  -0.9656  -1.5561  0.206
H  1.3537  -5.3047  2.6106  0.283
H  1.2439  -2.2070  -4.8422  0.363
H  -2.2930  0.7852  -1.9846  0.184
C  0.9300  6.7263  -0.7345  -1.079
H  -4.3101  2.0055  -0.5060  0.253
H  -6.0315  2.4881  1.2743  0.399
C  1.4011  -3.6468  -0.3462  0.135
H  -0.8258  2.4355  3.5679  0.290
H  -5.4034  5.8498  0.7529  0.234
H  1.3275  -5.9183  -2.8963  0.080
H  -6.5004  4.4449  0.7939  0.320
H  1.6075  -0.0128  3.3394  0.355
H  3.0705  -6.8897  1.1593  0.245
H  4.6477  6.9381  1.0496  0.368
H  0.8759  1.9197  3.4374  0.363
H  4.1961  -3.8693  -2.7951  0.229
H  0.2193  6.7471  -1.5672  0.308
O  2.0742  4.8524  0.3719  -0.361
O  -0.1205  4.7082  -0.0556  -0.541
H  -3.0639  2.8005  0.4844  0.070
N  -1.2625  -0.8791  -3.1351  -0.343
C  1.8438  -3.0010  -4.2085  -0.927
H  0.2184  3.0045  2.2380  0.000
C  0.6992  -0.6200  3.3964  -0.236
C  0.8006  -5.7468  -3.9268  -0.333
O  1.9482  -4.1066  0.9432  -0.339
N  -0.0698  -2.8706  -2.1450  0.529
C  -4.9588  2.5392  1.4827  -0.562
H  3.0001  -2.8762  -4.3386  0.361
C  -1.2229  -2.4138  -3.0332  -0.717
C  -5.2577  4.7424  2.5610  0.728
H  1.3672  -7.6871  1.3234  0.345
H  -6.8758  5.8494  1.7603  0.307
N  2.2955  -3.6274  -1.5783  0.571
H  3.5298  6.1600  2.1944  0.299
H  5.2775  -3.8356  -0.2361  0.297
O  -5.0785  5.4618  3.5428  -0.589
H  -0.2642  -0.5223  -3.0496  0.303
C  -6.0483  5.2371  1.3872  -0.876
H  -1.1283  -0.3766  -1.0249  0.108
H  -2.2492  -2.8064  -2.5685  0.347
O  -0.2387  -0.2458  2.3705  -0.259
H  4.0347  -2.6369  -0.1170  0.286
C  3.7546  -4.0259  -1.7153  -0.219
C  1.9248  -6.7324  0.8730  -0.745
C  -0.5081  1.0288  2.0068  0.593
H  0.1858  -6.6435  -4.3682  0.376
H  3.5032  5.7612  -0.8664  0.361
O  2.2995  -5.7701  -4.6031  -0.425
C  1.2853  -5.3280  1.4265  -0.192
C  -1.9608  -0.3322  -1.8781  -0.381
H  -0.8368  -1.2189  4.7882  0.299
O  -1.2006  1.2577  1.0161  -0.425
H  -4.3616  3.7546  -0.2148  0.300
H  4.1008  4.6258  0.3275  0.319
O  -4.6740  3.5242  2.4929  -0.393
H  0.9297  -4.4786  -6.1585  0.327
H  -0.2866  0.4324  5.0201  0.290
H  -1.0754  -2.8589  -4.1164  0.256
C  -4.1302  2.7865  0.2376  -0.494
H  0.7490  -0.9128  5.5346  0.390
C  3.6379  6.5376  1.1728  -0.979
H  1.8908  7.0263  -1.1480  0.352
C  -0.1610  -3.1515  -0.6343  -0.367
C  -0.0282  2.1508  2.8777  -0.770
H  -2.6755  -3.8933  0.1134  0.202
S  -1.6304  -3.0162  0.5207  -0.023
C  0.9260  5.3492  -0.1420  0.825
C  1.4245  -4.5395  -5.0073  0.112
H  0.1259  -5.2972  1.1706  0.230